1.
Density functional theory data (wB97M-V/def2-TZVPD) for a cluster of 19 separate species, H38O19 in total at a distorted geometry.

```
57
H38O19, DFT wB97M-V/def2-TZVPD
O -1.71758 1.72305 3.77495
O 3.93053 -2.92075 0.82510
O -1.03019 3.28892 1.66795
O 1.28231 0.73310 -1.04760
O -4.45475 -0.91756 -0.34870
O -0.23194 -4.06635 -1.05884
O 4.00686 -0.00177 -1.37825
O -1.61913 0.61598 -1.98661
O 1.57283 -1.46901 1.00787
O -4.07050 1.79616 -0.87826
O -1.21627 -1.38138 2.59405
O 3.54769 2.24783 0.00713
O -0.44895 -1.46609 -0.62004
O 1.93805 3.81309 1.08589
O 1.39277 0.54740 3.84195
O 0.26137 -2.63346 -3.89370
O -1.30843 3.42619 -1.23503
O -3.28705 -3.65130 2.11216
O 2.28803 -0.72332 -3.85326
H -0.79797 3.29625 -2.00523
H 1.56059 4.01928 0.34828
H 3.51119 -3.46081 1.37624
H -0.04079 -4.01461 -1.89867
H 3.34184 3.03579 -0.58653
H -1.44127 2.50109 -1.06761
H -2.42471 -3.62558 2.64670
H -2.77995 -3.75508 1.33152
H 1.85030 -0.66319 0.39945
H 1.66958 0.65638 4.81541
H -1.90257 0.60838 -2.89881
H 3.01819 -0.68140 -3.22999
H -0.61588 3.02658 0.93614
H -2.34293 0.87261 -1.40797
H -0.41396 -3.34719 -3.97866
H 1.26173 3.54446 1.70134
H -5.09072 -0.46611 0.06567
H -0.93700 -0.73477 -0.98263
H 2.35785 -1.43038 1.70111
H -4.68539 2.58094 -0.66913
H -1.04257 -3.65333 -0.85557
H -1.52663 -0.56034 2.86736
H -1.92984 2.18149 4.49361
H 0.38547 -1.34626 -0.44111
H 1.38342 -0.05920 -1.52444
H 3.38795 -2.46625 0.21252
H -4.04133 -1.45556 0.34945
H -1.37753 -1.68554 1.77783
H 0.48493 0.12215 3.68665
H 4.99299 0.29988 -1.32253
H 2.34282 -1.87441 -4.15695
H 3.54949 0.49332 -0.74844
H 3.58246 2.64184 0.87797
H 1.80744 1.39594 -1.51121
H -1.15102 2.24642 3.17733
H -0.28604 -1.97784 -4.05103
H -1.96532 3.49331 1.46532
H -4.53051 1.28101 -1.51014
```

Results
HOMO-LUMO gap: 10.012 eV
energy above the lowest of the compared OMol25 structures with the same formula, charge and spin: 8.329 eV
energy: -39514.5704 eV

=====

2.
Density functional theory data (wB97M-V/def2-TZVPD) for a cluster of 20 separate species, H39O20 in total at a distorted geometry.

```
59
H39O20, DFT wB97M-V/def2-TZVPD
O 3.84183 -0.47984 -4.04934
O -3.89912 0.48319 2.99122
O 0.72324 -3.22723 -0.30821
O -1.22040 -1.33721 -1.93476
O -5.43011 -1.67457 2.48807
O -1.08316 4.12851 -1.95508
O 2.76381 2.14573 0.89617
O -1.79632 -5.86774 -0.37621
O 4.26831 -1.96077 -1.60722
O -3.75911 3.27349 -0.98619
O 4.05114 2.44319 3.22960
O 0.72592 1.36436 -0.49634
O -2.48570 -1.52409 0.45874
O 2.65664 -1.79537 3.52861
O 0.07406 -0.80262 1.90748
O 4.10595 0.36321 -0.71150
O 0.42666 4.91965 1.19733
O 1.46224 -0.92154 -1.10620
O -1.97363 1.90230 1.09070
O -3.70942 -1.84637 -3.59397
H 3.82225 -1.33633 -4.14192
H -5.32943 -1.55383 1.47665
H 3.48913 2.35242 0.22783
H 3.81291 -1.22317 -1.21009
H 1.27159 -2.38940 -0.36075
H -1.44437 2.53829 0.45521
H 1.29990 4.65377 0.98303
H 2.11133 -1.26991 4.19134
H 1.58991 0.00678 -1.01690
H -2.77201 -1.03455 -0.28096
H 3.82404 2.59111 2.30022
H 0.15519 -0.62972 0.97419
H 0.47105 2.08498 -0.90994
H -0.77415 -5.69208 -0.19717
H -3.69012 -2.72113 -3.13071
H 0.56646 -0.95860 -1.33106
H 0.13143 -2.96515 0.40424
H 1.94137 -2.31608 3.20783
H -3.11915 -0.23174 3.17439
H 3.97572 -0.26370 -3.17542
H -1.53526 -1.31348 0.32238
H 3.72208 -2.65083 -1.98065
H -3.37834 -0.90143 -3.10713
H -2.05053 4.29077 -2.09437
H -0.38886 -0.92671 -1.98315
H 4.06122 1.57555 3.10924
H 3.27756 0.68064 -0.30967
H -3.46280 1.23090 2.83577
H -2.33901 -5.00233 0.02951
H -4.55040 -1.83170 2.36392
H -3.37136 2.68071 -0.22234
H -1.09504 3.16849 -1.71564
H -0.16472 4.20662 1.21148
H -4.13416 3.96232 -0.38390
H -1.52951 0.98302 0.91131
H 4.46877 1.17174 -1.04599
H 0.93776 -0.95645 2.31277
H 1.80177 1.74816 0.49022
H -1.34505 -1.34423 -3.04669
```

Results
HOMO-LUMO gap: 9.301 eV
energy above the lowest of the compared OMol25 structures with the same formula, charge and spin: 9.370 eV
energy: -41579.4331 eV
net charge: -1

=====

3.
Density functional theory data (wB97M-V/def2-TZVPD) for a cluster of 2 separate species, H3IN2 in total at a distorted geometry.

```
6
H3IN2, DFT wB97M-V/def2-TZVPD
I -3.06834 -0.08738 0.01541
N -1.30357 0.81898 0.11832
N 0.35446 -0.72898 -0.02803
H 0.81304 -0.22023 -0.76147
H -1.24252 1.19069 -0.82780
H 0.62972 -0.40030 0.88174
```

Results
HOMO-LUMO gap: 7.388 eV
energy above the lowest of the compared OMol25 structures with the same formula, charge and spin: 2.700 eV
energy: -11124.9911 eV

=====

4.
Density functional theory data (wB97M-V/def2-TZVPD) for a cluster of 2 separate species, H3IN2 in total at a distorted geometry.

```
6
H3IN2, DFT wB97M-V/def2-TZVPD
I -2.62398 -0.18722 -1.23083
N -0.74880 -0.44426 -1.00682
N 1.24993 0.50687 1.41126
H 0.58327 0.32345 0.61487
H -0.30302 -1.32183 -0.77211
H 1.84260 1.12299 0.98364
```

Results
HOMO-LUMO gap (alpha / beta): 7.827 / 9.053 eV
energy above the lowest of the compared OMol25 structures with the same formula, charge and spin: 3.051 eV
energy: -11124.6403 eV

=====

5.
Density functional theory data (wB97M-V/def2-TZVPD) for a cluster of 2 separate species, H3INPS in total at a distorted geometry.

```
7
H3INPS, DFT wB97M-V/def2-TZVPD
I 2.51632 -1.74409 1.43513
S 0.21309 -1.99451 0.82474
P -0.45056 1.89132 -0.02717
N 0.02903 -0.53687 0.14805
H -1.81149 1.31658 -0.22605
H -0.09341 1.63490 -1.37389
H -0.40298 -0.56734 -0.78082
```

Results
HOMO-LUMO gap (alpha / beta): 7.467 / 6.075 eV
energy above the lowest of the compared OMol25 structures with the same formula, charge and spin: 2.170 eV
energy: -29759.9390 eV

=====

6.
Density functional theory data (wB97M-V/def2-TZVPD) for the molecule H3N.

```
4
H3N, DFT wB97M-V/def2-TZVPD
N -0.00322 0.14339 -0.24623
H 0.48602 -0.74949 -0.36358
H 0.46113 0.60742 0.53069
H -0.94393 -0.00133 0.07912
```

Results
HOMO-LUMO gap: 11.512 eV
energy above the lowest of the compared OMol25 structures with the same formula, charge and spin: 0.010 eV
structure (SMILES): N
energy: -1538.7909 eV